P:
An isolated ion of composition C2H8N3 and charge +1, computed with ωB97M-V/def2-TZVPD.

Atoms and positions in Å:
N1 0.14 -1.57 1.15
N2 -0.45 2.19 0.14
N3 0.49 0.34 -0.57
C1 0.32 -1.11 -0.59
C2 -0.54 0.91 0.02
H1 1.05 -1.78 -0.95
H2 -1.25 0.27 0.47
H3 -0.69 -1.22 -1.01
H4 1.03 -1.99 1.25
H5 -0.55 -2.28 1.06
H6 -1.05 2.80 0.65
H7 0.22 2.68 -0.53
H8 1.28 0.76 -1.10

Results
- charge = +1
- lowest unoccupied orbital energy (eV) = -4.04
- M (g/mol) = 74.11
- gap between HOMO and LUMO (eV) = 10.46
- SMILES = N/C=[NH+]/CN

=====

Q:
An isolated ion of composition C2H8N3 and charge +1, computed with ωB97M-V/def2-TZVPD.

Atoms and positions in Å:
N1 -0.55 1.22 0.05
N2 -0.46 -0.07 -0.02
N3 0.74 -0.85 0.03
C1 1.99 -0.24 -0.08
C2 -1.60 -0.97 -0.04
H1 0.28 1.78 -0.23
H2 -2.58 -0.38 -0.27
H3 -1.44 1.49 0.41
H4 2.74 -1.10 -0.11
H5 2.20 0.40 0.78
H6 -1.45 -1.64 -0.76
H7 2.17 0.31 -0.94
H8 -1.68 -1.49 0.93

Results
- charge = +1
- lowest unoccupied orbital energy (spin up / spin down) (eV) = -5.82 / -5.81
- M (g/mol) = 74.11
- gap between HOMO and LUMO (spin up / spin down) (eV) = 9.20 / 9.20
- SMILES = C/N=[N+](/C)N

=====

R:
A 2-piece molecular cluster, C2H8N3 overall, computed with ωB97M-V/def2-TZVPD.

Atoms and positions in Å:
N1 1.45 -0.66 0.73
N2 -0.47 0.14 1.68
N3 -0.08 0.71 -1.44
C1 -1.15 0.54 -2.09
C2 0.53 -0.73 1.65
H1 2.31 -1.18 0.70
H2 -2.07 0.36 -1.54
H3 0.65 1.08 -2.07
H4 1.26 -0.12 -0.12
H5 -1.28 0.43 -3.16
H6 -0.34 1.03 1.25
H7 0.58 -1.54 2.37
H8 -1.38 -0.07 2.05

Results
- charge = +1
- lowest unoccupied orbital energy (eV) = -3.73
- M (g/mol) = 74.11
- gap between HOMO and LUMO (eV) = 10.75

=====

The data favor R; the next most stable structure lies 26.9 kcal/mol above it.

=====

P:
A 2-piece molecular cluster, C3H9NO2S overall, computed with ωB97M-V/def2-TZVPD.

Atoms and positions in Å:
S1 -2.14 -2.66 0.07
O1 0.76 3.59 -1.98
O2 1.82 2.01 -0.26
N1 1.06 -0.04 0.63
C1 -0.32 -0.53 0.65
C2 -0.45 -2.04 0.33
C3 1.19 1.51 0.82
H1 0.15 -2.54 1.11
H2 -1.06 -0.07 -0.04
H3 -0.57 -0.39 1.72
H4 1.74 1.51 1.78
H5 0.26 -2.21 -0.51
H6 0.75 2.67 -1.59
H7 0.17 1.86 1.11
H8 1.64 3.77 -1.66
H9 1.50 -0.09 -0.28

Results
- charge = -2
- lowest unoccupied orbital energy (eV) = 6.11
- M (g/mol) = 123.18
- gap between HOMO and LUMO (eV) = 5.82

=====

Q:
C3H9NO2S as an isolated structure, computed with ωB97M-V/def2-TZVPD.

Atoms and positions in Å:
S1 -2.69 -1.23 -0.68
O1 4.15 1.17 0.20
O2 1.72 1.22 -0.11
N1 -0.99 1.11 0.82
C1 -0.19 -0.10 0.62
C2 -1.16 -1.41 0.25
C3 0.94 0.10 -0.48
H1 0.35 -0.11 1.69
H2 2.90 1.05 -0.02
H3 -1.76 1.12 0.00
H4 -1.35 -1.75 1.25
H5 -0.27 1.81 0.60
H6 4.01 1.80 0.95
H7 -0.40 -1.99 -0.36
H8 1.45 -1.01 -0.46
H9 0.54 0.25 -1.48

Results
- charge = -2
- lowest unoccupied orbital energy (eV) = 6.06
- M (g/mol) = 123.18
- gap between HOMO and LUMO (eV) = 5.83

=====

R:
A 2-piece molecular cluster, C3H9NO2S overall, computed with ωB97M-V/def2-TZVPD.

Atoms and positions in Å:
S1 2.91 -1.32 -0.36
O1 -4.03 -0.15 -0.43
O2 -1.60 0.09 0.92
N1 1.26 1.07 1.10
C1 1.61 -0.13 -0.98
C2 -0.38 -0.43 0.38
C3 0.63 0.62 -0.07
H1 0.16 -1.05 1.15
H2 1.97 0.40 1.41
H3 0.78 1.52 1.93
H4 -2.59 -0.14 0.50
H5 -3.27 -0.62 -0.79
H6 2.10 0.44 -1.81
H7 0.94 -0.70 -1.61
H8 -0.63 -0.96 -0.62
H9 0.13 1.37 -0.72

Results
- charge = -2
- lowest unoccupied orbital energy (eV) = 5.91
- M (g/mol) = 123.18
- gap between HOMO and LUMO (eV) = 5.86

=====

The data favor P; the next most stable structure lies 12.7 kcal/mol above it.

=====

P:
C17H15GeNS4SeY as an isolated structure, computed with ωB97M-V/def2-TZVPD.

Atoms and positions in Å:
Y1 0.95 -1.43 0.96
Se1 -0.31 -3.81 0.82
Ge1 -1.17 0.55 1.41
S1 2.70 0.32 4.17
S2 1.66 -2.70 3.19
S3 2.00 0.59 2.31
S4 2.51 -1.64 4.67
N1 2.08 -2.95 -3.18
C1 -0.92 -0.03 -0.45
C2 0.82 -3.37 -3.20
C3 0.49 0.10 -2.43
C4 -1.70 -0.91 -2.55
C5 -2.12 2.97 2.52
C6 -1.89 -0.69 -1.19
C7 2.67 -2.86 -1.99
C8 -2.16 4.32 2.82
C9 -0.10 3.30 1.26
C10 2.01 -3.16 -0.80
C11 -1.17 5.17 2.34
C12 -0.14 4.65 1.55
C13 -0.52 -0.51 -3.17
C14 -1.09 2.45 1.73
C15 0.65 -3.54 -0.81
C16 0.07 -3.65 -2.07
C17 0.29 0.34 -1.08
H1 1.41 0.40 -2.91
H2 0.63 5.31 1.18
H3 -2.81 -1.01 -0.72
H4 -2.90 2.32 2.91
H5 -1.19 6.22 2.57
H6 2.61 -3.25 0.11
H7 -2.47 -1.39 -3.12
H8 3.71 -2.57 -1.98
H9 0.72 2.93 0.65
H10 -2.96 4.72 3.43
H11 0.37 -3.47 -4.18
H12 1.04 0.94 -0.54
H13 -0.97 -3.94 -2.16
H14 -0.38 -0.68 -4.22
H15 -2.39 -0.07 2.11

Results
- charge = +1
- lowest unoccupied orbital energy (spin up / spin down) (eV) = -5.23 / -5.35
- M (g/mol) = 602.06
- gap between HOMO and LUMO (spin up / spin down) (eV) = 5.86 / 5.53

=====

Q:
C17H15GeNS4SeY as an isolated structure, computed with ωB97M-V/def2-TZVPD.

Atoms and positions in Å:
Y1 -0.27 -0.22 -0.73
Se1 0.12 -2.74 -1.39
Ge1 -2.84 -1.11 0.04
S1 0.48 -1.16 3.43
S2 -0.28 0.74 3.56
S3 -0.83 1.37 1.85
S4 0.67 -1.71 1.61
N1 1.28 -4.07 -5.74
C1 -3.62 1.70 0.09
C2 -3.61 -0.96 -4.08
C3 -3.50 -1.57 -1.72
C4 1.55 -2.53 -3.92
C5 -3.78 0.46 0.72
C6 0.61 -3.23 -3.17
C7 -4.20 -2.74 -2.02
C8 -3.21 -0.70 -2.78
C9 0.40 -4.74 -4.99
C10 1.84 -3.00 -5.19
C11 -4.65 0.40 1.81
C12 -4.30 -2.13 -4.35
C13 0.03 -4.36 -3.71
C14 -4.59 -3.02 -3.32
C15 -4.30 2.83 0.50
C16 -5.17 2.75 1.59
C17 -5.34 1.53 2.24
H1 2.04 -1.65 -3.53
H2 -0.70 -4.94 -3.16
H3 -2.67 0.24 -2.58
H4 -5.13 -3.93 -3.53
H5 -5.71 3.62 1.92
H6 -3.38 -0.26 -4.87
H7 -4.62 -2.35 -5.36
H8 -0.04 -5.62 -5.45
H9 -3.05 -2.26 1.04
H10 2.57 -2.47 -5.80
H11 -2.94 1.79 -0.76
H12 -6.01 1.47 3.09
H13 -4.43 -3.45 -1.23
H14 -4.17 3.77 -0.01
H15 -4.80 -0.53 2.33

Results
- charge = +1
- lowest unoccupied orbital energy (spin up / spin down) (eV) = -6.18 / -6.24
- M (g/mol) = 602.06
- gap between HOMO and LUMO (spin up / spin down) (eV) = 4.58 / 4.51

=====

The data favor P; the next most stable structure lies 56.6 kcal/mol above it.

=====

P:
A 2-piece molecular cluster, C15H18O overall, computed with ωB97M-V/def2-TZVPD.

Atoms and positions in Å:
O1 1.82 -0.45 3.20
C1 -0.58 2.79 1.58
C2 -0.90 -3.00 -2.18
C3 -0.07 -0.78 1.80
C4 -0.13 -2.48 0.16
C5 0.06 2.80 -1.14
C6 0.72 3.11 1.16
C7 1.92 -2.04 1.40
C8 -1.16 2.31 -0.70
C9 -1.09 -3.27 -0.68
C10 0.44 2.56 -2.57
C11 -1.41 2.16 0.66
C12 1.06 3.15 -0.19
C13 -0.70 -1.31 0.71
C14 1.21 -2.74 0.41
C15 1.25 -1.06 2.14
H1 0.10 -3.34 -2.43
H2 0.16 1.56 -3.04
H3 1.79 -3.44 -0.16
H4 1.48 2.80 -2.81
H5 -2.10 -3.08 -0.44
H6 -1.05 -4.38 -0.51
H7 -1.00 2.87 2.56
H8 -2.05 2.12 -1.35
H9 2.81 -2.40 1.90
H10 1.23 0.05 3.79
H11 1.54 3.19 1.89
H12 -1.57 -3.66 -2.76
H13 -1.61 -0.82 0.36
H14 -0.06 3.37 -3.17
H15 -1.11 -2.00 -2.56
H16 -2.43 1.91 1.01
H17 -0.66 -0.05 2.32
H18 2.04 3.56 -0.37

Results
- lowest unoccupied orbital energy (eV) = 0.78
- M (g/mol) = 214.31
- gap between HOMO and LUMO (eV) = 8.83
- SMILES = CCc1ccc(O)cc1.Cc1ccccc1

=====

Q:
A 2-piece molecular cluster, C15H18O overall, computed with ωB97M-V/def2-TZVPD.

Atoms and positions in Å:
O1 1.85 -4.28 2.16
C1 1.35 -0.12 1.87
C2 0.87 2.27 2.64
C3 2.32 -0.83 1.13
C4 -2.92 0.82 -2.91
C5 -0.35 1.14 -1.99
C6 -2.38 2.11 -2.76
C7 -2.13 -0.30 -2.61
C8 2.45 -2.21 1.14
C9 0.57 -0.92 2.67
C10 1.11 1.32 1.50
C11 -1.09 2.28 -2.27
C12 1.68 -2.93 2.06
C13 -0.78 -0.12 -2.31
C14 0.69 -2.30 2.80
C15 -3.14 3.27 -3.34
H1 -0.15 -1.00 -2.23
H2 -0.03 -2.86 3.38
H3 -0.72 3.26 -2.00
H4 -4.20 3.23 -3.12
H5 -2.99 3.20 -4.43
H6 -2.79 4.26 -3.05
H7 2.03 1.68 1.03
H8 -0.11 2.22 3.11
H9 0.86 3.29 2.25
H10 -0.27 -0.49 3.20
H11 2.43 -4.66 1.49
H12 1.70 2.25 3.36
H13 0.62 1.29 -1.53
H14 0.27 1.34 0.79
H15 3.08 -2.68 0.40
H16 -3.94 0.69 -3.23
H17 -2.54 -1.29 -2.75
H18 3.00 -0.26 0.50

Results
- lowest unoccupied orbital energy (eV) = 0.81
- M (g/mol) = 214.31
- gap between HOMO and LUMO (eV) = 9.13
- SMILES = CCc1ccc(O)cc1.Cc1ccccc1

=====

The data favor Q; the next most stable structure lies 28.9 kcal/mol above it.

=====

P:
A 2-piece molecular cluster, C15H18O overall, computed with ωB97M-V/def2-TZVPD.

Atoms and positions in Å:
O1 0.27 -2.38 0.30
C1 -0.76 -1.59 0.76
C2 -2.95 -0.68 0.22
C3 2.87 -1.06 -1.59
C4 3.62 1.07 -0.82
C5 -4.13 2.00 0.33
C6 3.34 -0.65 0.82
C7 -0.88 -1.09 2.05
C8 2.98 0.87 -3.14
C9 3.62 0.69 0.46
C10 -1.90 -0.03 2.36
C11 -3.82 1.24 1.64
C12 -2.89 0.09 1.46
C13 3.19 0.29 -1.89
C14 -1.82 -1.38 -0.23
C15 3.00 -1.44 -0.28
H1 -5.05 2.67 0.33
H2 3.85 2.02 -1.18
H3 -3.23 2.48 0.02
H4 -0.05 -1.34 2.65
H5 -4.83 0.83 2.02
H6 -1.82 0.53 3.38
H7 3.67 1.82 -3.31
H8 4.16 1.26 1.24
H9 -3.56 1.92 2.42
H10 2.26 -1.76 -2.29
H11 1.91 1.17 -3.35
H12 -4.51 1.30 -0.41
H13 -1.78 -1.73 -1.22
H14 -3.92 -0.65 -0.34
H15 2.51 -2.39 -0.21
H16 3.49 -1.13 1.87
H17 -0.10 -3.18 -0.12
H18 3.25 0.23 -3.94

Results
- lowest unoccupied orbital energy (eV) = 0.68
- M (g/mol) = 214.31
- gap between HOMO and LUMO (eV) = 9.19
- SMILES = CCc1ccc(O)cc1.Cc1ccccc1

=====

Q:
A 2-piece molecular cluster, C15H18O overall, computed with ωB97M-V/def2-TZVPD.

Atoms and positions in Å:
O1 0.04 2.00 -2.36
C1 -2.40 -0.44 -0.07
C2 -4.82 -0.96 0.78
C3 2.65 -0.33 0.98
C4 3.45 0.68 1.51
C5 -0.84 1.37 -0.28
C6 4.39 1.33 0.71
C7 2.72 -0.56 -0.39
C8 4.42 1.08 -0.66
C9 -0.79 1.16 -1.65
C10 1.62 -1.09 1.79
C11 -2.46 -0.52 -1.46
C12 -3.32 -1.28 0.79
C13 -1.60 0.53 0.52
C14 3.57 0.14 -1.24
C15 -1.60 0.22 -2.27
H1 -1.84 0.16 -3.32
H2 -2.91 -1.25 1.81
H3 -3.08 -2.33 0.55
H4 2.01 -1.26 -0.80
H5 1.85 -1.01 2.85
H6 -0.31 2.21 0.15
H7 0.67 -0.60 1.55
H8 3.39 0.93 2.55
H9 3.61 -0.02 -2.31
H10 -3.35 -1.00 -1.84
H11 1.60 -2.12 1.43
H12 -5.13 -0.07 0.26
H13 -5.17 -1.12 1.80
H14 -1.61 0.64 1.60
H15 5.14 1.97 1.14
H16 -5.36 -1.77 0.26
H17 5.04 1.72 -1.27
H18 0.42 1.57 -3.13

Results
- lowest unoccupied orbital energy (eV) = 0.80
- M (g/mol) = 214.31
- gap between HOMO and LUMO (eV) = 9.26
- SMILES = CCc1ccc(O)cc1.Cc1ccccc1

=====

The data favor Q; the next most stable structure lies 52.8 kcal/mol above it.